# 1
{"formula": "C3H6N2", "method": "the ωB97M-V functional and the def2-TZVPD basis", "species": ["H", "H", "H", "C", "H", "H", "N", "C", "C", "H", "N"], "coordinates": [[0.2086, 1.6497, 1.6956], [-1.2794, -2.2862, -1.6632], [2.4028, 1.5875, 0.8304], [-0.4356, 0.1390, 0.3636], [1.9199, 0.5193, -0.4091], [-2.1327, -0.8242, -1.3787], [1.6624, 1.2678, 0.2236], [0.4426, 1.0207, 0.8456], [-0.3675, -1.0673, -0.3105], [-1.1219, -0.6199, 1.0167], [-1.2990, -1.3865, -1.2139]], "energy_ha": -227.283586, "e_lumo_ev": 0.969, "charge": 0, "spin_multiplicity": 1, "homo_lumo_gap_ha": 0.29127}


# 2
{"formula": "C3H6N2", "method": "the ωB97M-V functional and the def2-TZVPD basis", "species": ["N", "H", "H", "H", "C", "H", "N", "C", "H", "H", "C"], "coordinates": [[0.7860, -2.3071, 0.2816], [-1.7353, 1.2119, 1.6376], [-1.5887, 1.6167, -0.1418], [-0.0658, -1.8167, -1.6881], [0.4499, -1.8741, -0.7538], [0.4566, 0.9566, -1.2887], [0.7564, 0.3107, -0.5673], [-1.1768, 1.1194, 0.7230], [0.4318, 0.0415, 1.5544], [1.7573, 0.3650, -0.4141], [-0.0713, 0.3761, 0.6574]], "energy_ha": -227.336928, "e_lumo_ev": 1.001, "charge": 0, "smiles": "C=CN.C#N", "spin_multiplicity": 1, "homo_lumo_gap_ha": 0.35770}


# 3
{"formula": "C3H6N2", "method": "the ωB97M-V functional and the def2-TZVPD basis", "species": ["H", "H", "H", "H", "N", "H", "H", "C", "C", "N", "C"], "coordinates": [[1.4698, -2.1621, -1.4496], [-1.8057, 0.4941, 1.4440], [-0.0740, -1.1368, -1.4341], [-2.5104, 0.8307, -0.2414], [1.5037, -0.6845, -0.1422], [0.5841, 0.3369, 1.6215], [1.3834, 1.4441, 0.4187], [0.6732, 0.6396, 0.5757], [-1.6364, 0.7166, 0.3848], [-0.5080, 0.8473, -0.1456], [0.9205, -1.3258, -1.0319]], "energy_ha": -227.336199, "e_lumo_ev": 1.057, "charge": 0, "smiles": "C=NCN=C", "spin_multiplicity": 1, "homo_lumo_gap_ha": 0.38237}


# 4
{"formula": "C3H6N2O", "method": "the ωB97M-V functional and the def2-TZVPD basis", "species": ["C", "C", "O", "C", "H", "H", "H", "N", "N", "H", "H", "H"], "coordinates": [[-2.2370, -0.1244, 0.0724], [-1.0226, -0.6476, 0.2690], [0.3264, 1.1906, -0.5633], [0.2716, -0.0924, -0.1540], [-0.5451, 1.6065, -0.5806], [2.4142, 0.7968, -0.3892], [-3.1184, -0.6555, 0.4225], [1.3309, -0.7517, 0.2093], [2.5170, -0.1972, -0.1694], [-2.4255, 0.7567, -0.5310], [3.2191, -0.3124, 0.5588], [-0.7307, -1.5694, 0.8554]], "energy_ha": -302.599184, "e_lumo_ev": 0.671, "charge": 0, "smiles": "C=C/C(O)=N/N", "spin_multiplicity": 1, "homo_lumo_gap_ha": 0.32739}


# 5
{"formula": "C3H6N2O", "method": "the ωB97M-V functional and the def2-TZVPD basis", "species": ["H", "H", "H", "O", "H", "C", "N", "C", "H", "H", "C", "N"], "coordinates": [[1.4241, -0.1583, -1.2900], [-1.6980, -0.6737, -1.0224], [2.1227, 0.6850, 0.1561], [-1.2748, -1.9296, 0.5339], [1.3634, -0.9554, 0.3369], [1.3858, -0.0154, -0.2184], [-0.4707, 0.2187, 0.4258], [-0.5999, 1.5386, -0.2322], [-1.5826, 1.9950, -0.0451], [-0.3833, 0.2236, 1.4424], [-1.2360, -0.8718, -0.0405], [0.3827, 1.9199, -0.8734]], "energy_ha": -302.492659, "e_lumo_ev": [-0.311, -0.311], "charge": 0, "spin_multiplicity": 1, "homo_lumo_gap_ha": [0.27908, 0.27915]}


# 6
{"formula": "C3H6N2O", "method": "the ωB97M-V functional and the def2-TZVPD basis", "species": ["H", "C", "H", "C", "H", "H", "N", "C", "H", "H", "O", "N"], "coordinates": [[-0.1837, 1.0438, -0.6724], [-0.5439, -0.1057, -0.4715], [3.0974, 1.1510, 0.9114], [0.2183, -0.2330, 0.8169], [-2.4330, -0.2389, -1.2166], [0.8968, -0.7560, -1.6097], [2.1499, 1.3239, 1.2206], [1.2111, 0.6325, 0.8443], [-2.1926, -0.9621, 0.3548], [-0.2393, -0.6767, 1.6859], [-0.0510, -0.9034, -1.5239], [-1.9299, -0.2753, -0.3399]], "energy_ha": -302.576823, "e_lumo_ev": 0.703, "charge": 0, "smiles": "N=C=C[C@H](N)O", "spin_multiplicity": 1, "homo_lumo_gap_ha": 0.35533}


# 7
{"formula": "C3H6N2O", "method": "the ωB97M-V functional and the def2-TZVPD basis", "species": ["C", "C", "N", "H", "H", "H", "N", "H", "H", "O", "C", "H"], "coordinates": [[1.0542, -0.1796, -0.8509], [0.6007, 0.8450, 0.1045], [-0.3425, 0.3249, -0.6738], [1.2478, 1.3175, 1.9508], [1.5738, 0.0833, -1.7696], [-0.3764, 1.1144, 1.8341], [0.5210, 0.7711, 1.5059], [-2.0204, -0.6682, -1.3785], [-2.0914, -0.0244, 0.3832], [1.2440, -1.4872, -0.5292], [-1.5227, -0.2552, -0.5113], [0.5150, -1.7179, 0.0757]], "energy_ha": -302.521844, "e_lumo_ev": 0.745, "charge": 0, "spin_multiplicity": 1, "homo_lumo_gap_ha": 0.28937}


# 8
{"formula": "C3H6N2O", "method": "the ωB97M-V functional and the def2-TZVPD basis", "species": ["O", "H", "N", "H", "N", "H", "H", "H", "C", "C", "C", "H"], "coordinates": [[1.5692, -0.1858, 1.3287], [-2.1175, 0.1975, 0.5788], [-1.0569, -0.0429, -2.6654], [0.9023, 0.2653, 1.8603], [-1.1577, -0.0165, 0.8303], [1.0257, -1.3004, -0.3114], [1.8556, 0.2269, -0.6613], [-0.1151, 1.5202, -0.0992], [-0.6935, 0.1755, -1.5888], [-0.2364, 0.4346, -0.2036], [1.1229, -0.2493, -0.0006], [-1.0986, -1.0250, 0.9322]], "energy_ha": -302.640400, "e_lumo_ev": 0.681, "charge": 0, "smiles": "N#C[C@@H](N)CO", "spin_multiplicity": 1, "homo_lumo_gap_ha": 0.41950}


# 9
{"formula": "C3H6N2O", "method": "the ωB97M-V functional and the def2-TZVPD basis", "species": ["H", "H", "O", "H", "H", "H", "C", "N", "H", "C", "N", "C"], "coordinates": [[1.6766, -0.6815, 0.0915], [1.3667, 1.1297, 0.9205], [-0.4322, 1.3045, 1.8441], [0.3971, -1.8109, -0.2945], [0.5929, -1.2715, 1.3533], [-0.8109, 2.0265, -0.9486], [0.6202, -0.9416, 0.2811], [-1.4362, -0.5877, -1.4562], [-1.4815, -1.6043, -1.3580], [-0.5575, -0.0170, -0.7535], [-0.2056, 1.2841, -0.5686], [0.2704, 1.1699, 0.8888]], "energy_ha": -302.567435, "e_lumo_ev": 0.590, "charge": 0, "smiles": "[H]/N=C(\\C)NC=O", "spin_multiplicity": 1, "homo_lumo_gap_ha": 0.38766}


# 10
{"formula": "C3H6N2O", "method": "the ωB97M-V functional and the def2-TZVPD basis", "species": ["N", "H", "H", "H", "C", "H", "N", "C", "H", "O", "H", "C"], "coordinates": [[-1.2797, -1.7397, 2.2595], [1.2147, -0.0646, 0.8123], [0.3428, -1.3875, -1.3548], [-0.5756, 1.1916, 2.1253], [0.2453, -0.0422, 0.4540], [0.7329, 0.4412, -1.6382], [-0.8129, -0.8830, 1.4603], [0.0909, -0.3010, -0.9909], [-0.9394, -0.2309, -1.1069], [-0.7677, -2.8789, 2.1587], [-1.7477, 0.7726, 0.6162], [-0.8557, 0.5467, 1.2688]], "energy_ha": -302.476857, "e_lumo_ev": 0.625, "charge": 0, "smiles": "C[C@H]1CN1N=O", "spin_multiplicity": 1, "homo_lumo_gap_ha": 0.34521}


# 11
{"formula": "C3H6N2O", "method": "the ωB97M-V functional and the def2-TZVPD basis", "species": ["H", "N", "H", "H", "N", "C", "H", "C", "O", "H", "C", "H"], "coordinates": [[0.4973, 1.0590, -1.4224], [0.7778, -1.7521, -0.1940], [-0.0140, -2.0596, -0.7348], [-1.4383, -0.8258, 1.0379], [-0.7408, -0.1441, 0.7550], [-1.0769, 0.9596, 0.0903], [1.6207, -2.2768, -0.0073], [0.7228, -0.5245, 0.4247], [1.6878, -0.0547, 0.9868], [-2.0135, 1.4541, 0.3451], [-0.0463, 1.5410, -0.6194], [0.0234, 2.6239, -0.6621]], "energy_ha": -302.595296, "e_lumo_ev": 0.736, "charge": 0, "smiles": "C=CNC(N)=O", "spin_multiplicity": 1, "homo_lumo_gap_ha": 0.31003}


# 12
{"formula": "C3H6N2O", "method": "the ωB97M-V functional and the def2-TZVPD basis", "species": ["C", "H", "H", "C", "N", "H", "C", "H", "H", "O", "H", "N"], "coordinates": [[-0.3712, 0.5187, -1.1513], [2.6464, 1.8386, 2.2380], [-0.2688, 1.5110, -1.4231], [-1.3154, -1.3867, -0.5121], [0.4615, 0.0391, -0.2344], [1.2697, 0.5795, 0.0317], [-0.2895, -0.9855, 0.3976], [-1.7603, -2.2933, -0.6909], [1.4692, 1.0753, 2.6183], [1.8269, 1.5152, 1.8997], [0.0842, -1.5477, 1.2217], [-1.3470, -0.3482, -1.4225]], "energy_ha": -302.618670, "e_lumo_ev": 0.459, "charge": 0, "smiles": "c1c[nH]cn1.O", "spin_multiplicity": 1, "homo_lumo_gap_ha": 0.32085}


It is found that the ΔE to the lowest compared entry with this formula, charge and spin values, taken in the order of the records, are 370.8 230.8 232.7 246.6 526.3 305.3 449.6 138.4 329.9 567.7 256.8 195.4 kJ/mol.